# 1
Entry from the Open Molecules 2025 dataset: 4 unconnected molecules or ions with the total composition C27H49BrNO17P at a distorted geometry (ωB97M-V/def2-TZVPD).

The calculation puts the orbital gap at 8.78 eV. As for the SMILES: CCOCCOCCOCN(CCCP(=O)(OCC)OCC)C(=O)OBr.C[C@@H]1COC(=O)O1.C[C@@H]1COC(=O)O1.C[C@@H]1COC(=O)O1. For the HOMO energy, the calculation gives -9.60 eV. The calculation puts the total energy at -5307.07046 Ha. Its charge is 0. Its spin multiplicity is 1.

Cartesian coordinates (Å):
Br1 1.38 5.76 4.45
P1 3.52 0.87 2.88
O1 3.49 -5.05 3.03
O2 -2.31 2.99 0.81
O3 -4.09 3.20 -1.50
O4 2.23 -5.65 -2.18
O5 4.10 2.20 1.86
O6 3.46 1.24 4.42
O7 5.55 -5.09 4.02
O8 5.02 -6.55 2.34
O9 0.27 -5.22 -1.06
O10 0.86 5.20 1.59
O11 -5.41 4.62 -4.58
O12 -7.21 -0.15 -3.21
O13 1.61 -3.52 -1.79
O14 -0.19 5.04 3.79
O15 -7.10 0.06 -0.93
O16 4.61 -0.52 2.66
O17 -5.73 -1.39 -2.05
N1 -0.18 2.97 2.16
C1 -6.34 -0.77 -4.14
C2 6.20 -2.22 3.60
C3 -6.72 -0.45 -1.97
C4 3.02 -5.61 1.82
C5 -5.81 -1.93 -3.36
C6 1.28 -4.83 -1.62
C7 0.28 2.20 3.42
C8 -1.68 2.78 2.15
C9 -4.45 -2.41 -3.83
C10 -5.31 6.95 -3.36
C11 5.28 -0.86 3.93
C12 -4.56 5.78 -4.26
C13 -4.81 3.37 -4.02
C14 4.76 -5.52 3.20
C15 1.51 -5.78 1.84
C16 5.58 2.26 1.89
C17 0.20 4.42 2.48
C18 3.08 -4.81 -2.93
C19 3.77 -6.90 1.76
C20 -4.73 2.89 -0.21
C21 -3.75 3.00 1.10
C22 3.25 -2.29 -3.08
C23 -5.25 3.31 -2.45
C24 2.97 -3.50 -2.21
C25 1.84 0.31 2.14
C26 6.04 3.47 0.85
C27 0.55 0.59 3.11
H1 -4.63 7.92 -3.37
H2 2.73 -2.36 -4.04
H3 5.66 4.52 1.18
H4 3.60 -3.48 -1.31
H5 -1.95 1.68 2.51
H6 -5.93 4.23 -2.21
H7 -5.59 3.71 -0.06
H8 1.35 2.65 3.70
H9 1.03 -4.85 2.15
H10 0.75 0.08 4.17
H11 1.62 0.84 1.10
H12 -3.65 3.29 -4.22
H13 4.10 -5.20 -2.94
H14 2.90 -1.38 -2.59
H15 6.66 -2.69 4.58
H16 6.10 1.28 1.49
H17 1.85 -0.85 1.92
H18 -5.57 -0.04 -4.43
H19 -6.51 -2.77 -3.34
H20 -6.39 7.14 -3.82
H21 -5.24 1.82 -0.29
H22 3.91 -7.26 0.73
H23 -3.96 2.03 1.76
H24 -2.18 3.56 2.90
H25 4.33 -2.20 -3.28
H26 -5.38 2.48 -4.58
H27 3.31 -4.93 1.00
H28 5.65 3.28 -0.25
H29 1.21 -6.54 2.56
H30 3.32 -7.70 2.36
H31 -3.66 5.38 -3.58
H32 5.91 2.55 2.97
H33 7.23 3.40 0.79
H34 -6.89 -1.08 -5.04
H35 -4.04 3.94 1.75
H36 -0.40 2.40 4.34
H37 1.13 -6.06 0.85
H38 -5.47 6.52 -2.26
H39 6.04 -0.04 4.30
H40 -5.92 2.34 -2.30
H41 -3.76 -1.57 -3.97
H42 5.50 -2.96 3.03
H43 -3.99 -3.07 -3.08
H44 -4.14 6.26 -5.25
H45 4.52 -1.19 4.77
H46 7.01 -1.85 2.83
H47 -0.43 0.07 2.68
H48 -4.53 -2.96 -4.77
H49 2.71 -4.78 -3.96

# 2
Entry from the Open Molecules 2025 dataset: a molecular structure, C27H49Cl3GeN6OOsP2S (ωB97M-V/def2-TZVPD).

The calculation puts the orbital gap (alpha / beta) at 7.27 / 6.56 eV. For the HOMO energy (alpha / beta), the calculation gives -16.43 / -16.50 eV. The calculation puts the total energy at -6090.21329 Ha. Its charge is +3. Its spin multiplicity is 2. The calculation puts the energy relative to the best compared isomer or geometry (same formula, charge and spin) at 0.0 kcal per mole.

Cartesian coordinates (Å):
Os1 0.47 -0.12 -0.63
Ge1 -1.94 -1.24 3.98
Cl1 -3.08 -1.77 2.24
Cl2 0.21 -1.73 0.94
Cl3 -0.32 -2.60 4.29
S1 -1.12 0.82 3.48
P1 2.10 -1.63 -1.45
P2 2.28 1.31 -0.62
O1 -0.55 1.58 -0.74
N1 -0.27 0.59 6.01
N2 -0.96 2.42 -1.68
N3 -3.51 -1.36 -1.56
N4 -2.81 4.97 -2.92
N5 -1.28 2.59 5.47
N6 -2.75 3.02 1.16
C1 0.44 0.32 -3.62
C2 -2.21 3.47 4.72
C3 3.46 -0.63 -2.12
C4 3.80 0.41 -1.06
C5 -4.49 -1.52 -2.68
C6 -0.14 0.85 7.45
C7 -2.38 4.21 -2.18
C8 -0.87 1.39 5.14
C9 -1.88 3.23 -1.26
C10 -3.48 0.06 -1.09
C11 -3.98 4.10 6.48
C12 -1.21 -1.39 8.08
C13 -2.11 -1.90 -1.84
C14 -1.06 -0.63 -5.24
C15 -2.39 3.15 0.08
C16 -3.20 3.67 7.72
C17 2.45 1.90 1.08
C18 -3.65 3.33 5.20
C19 -0.20 -0.34 -2.58
C20 2.93 -2.67 -0.22
C21 2.24 2.82 -1.61
C22 0.01 0.20 -4.94
C23 -1.70 -1.29 -4.21
C24 -2.51 -0.78 8.58
C25 1.57 -2.81 -2.70
C26 -1.33 -1.13 -2.87
C27 0.00 -0.46 8.22
H1 3.16 -0.17 -3.06
H2 -5.05 3.98 6.68
H3 4.17 -0.07 -0.15
H4 1.29 0.95 -3.43
H5 -1.32 -1.70 7.03
H6 0.14 -0.19 9.27
H7 0.77 -3.43 -2.30
H8 -2.12 3.22 3.67
H9 -4.23 -0.84 -3.48
H10 3.83 -3.08 -0.68
H11 -3.22 2.58 7.85
H12 0.73 1.50 7.63
H13 -4.29 3.69 4.40
H14 -3.32 -1.51 8.56
H15 1.58 2.52 1.33
H16 3.20 3.32 -1.46
H17 2.50 1.07 1.78
H18 -0.99 -2.30 8.63
H19 -3.82 5.17 6.31
H20 -2.83 0.12 -0.21
H21 -1.63 -1.92 -0.86
H22 0.91 -0.96 7.91
H23 2.09 2.65 -2.67
H24 -2.25 -2.94 -2.16
H25 2.29 -3.49 0.09
H26 0.53 0.73 -5.72
H27 3.20 -2.10 0.68
H28 -5.48 -1.28 -2.29
H29 4.57 1.12 -1.39
H30 0.20 -0.23 5.64
H31 -3.10 0.67 -1.90
H32 -4.47 -2.56 -3.02
H33 -1.38 -0.77 -6.26
H34 3.35 2.50 1.15
H35 -1.04 1.38 7.78
H36 -3.86 -1.93 -0.78
H37 -2.42 -0.43 9.61
H38 -2.84 0.07 7.97
H39 2.43 -3.46 -2.93
H40 -1.06 2.89 6.41
H41 -2.50 -1.97 -4.45
H42 -4.49 0.36 -0.82
H43 -3.88 2.27 5.33
H44 1.45 3.48 -1.25
H45 -1.84 4.48 4.86
H46 -2.16 4.01 7.70
H47 4.31 -1.28 -2.34
H48 -3.63 4.10 8.62
H49 1.23 -2.33 -3.61

# 3
Entry from the Open Molecules 2025 dataset: a molecular structure, C27H49MgN6O at a distorted geometry (ωB97M-V/def2-TZVPD).

The calculation puts the orbital gap at 6.01 eV. For the HOMO energy, the calculation gives -12.66 eV. The calculation puts the total energy at -1661.76460 Ha. Its charge is +1. Its spin multiplicity is 1. The calculation puts the energy relative to the best compared isomer or geometry (same formula, charge and spin) at 24.5 kcal per mole.

Cartesian coordinates (Å):
Mg1 -8.44 -8.42 -17.35
O1 -8.66 -6.60 -17.94
N1 -3.13 -6.04 -16.79
N2 -10.73 -8.24 -16.53
N3 -10.01 -1.08 -19.13
N4 -11.73 -5.50 -24.58
N5 -9.51 -7.46 -22.32
N6 -13.63 -9.47 -19.35
C1 -8.39 -4.79 -19.58
C2 -10.30 -4.09 -22.91
C3 -6.24 -4.62 -15.94
C4 -9.10 -1.26 -18.45
C5 -8.52 -7.79 -21.85
C6 -5.78 -4.62 -14.47
C7 -6.02 -7.76 -23.41
C8 -7.12 0.73 -17.25
C9 -13.14 -7.81 -21.31
C10 -15.21 -8.40 -22.70
C11 -13.69 -8.17 -22.68
C12 -13.15 -7.65 -15.81
C13 -7.58 -0.55 -16.54
C14 -13.41 -8.74 -20.21
C15 -11.80 -7.99 -16.21
C16 -13.61 -9.74 -14.31
C17 -5.73 -5.89 -16.62
C18 -4.27 -5.96 -16.73
C19 -7.26 -8.21 -21.23
C20 -10.67 -5.75 -19.11
C21 -9.28 -5.49 -18.55
C22 -9.43 -2.99 -23.50
C23 -7.98 -1.62 -17.56
C24 -6.14 -8.67 -22.18
C25 -11.10 -4.88 -23.85
C26 -14.02 -8.87 -15.47
C27 -8.47 -3.49 -24.58
H1 -13.61 -6.86 -21.01
H2 -7.33 -4.62 -15.98
H3 -8.51 -0.35 -16.00
H4 -12.71 -10.31 -14.58
H5 -11.30 -6.35 -18.45
H6 -7.45 -4.55 -19.07
H7 -6.01 -6.78 -16.04
H8 -11.23 -4.84 -19.34
H9 -8.34 -2.51 -17.04
H10 -6.06 -5.52 -13.94
H11 -7.51 -9.05 -20.58
H12 -5.24 -8.86 -21.61
H13 -13.20 -9.08 -23.04
H14 -7.88 -4.32 -24.20
H15 -13.66 -7.09 -16.60
H16 -6.42 -9.66 -22.55
H17 -15.72 -7.52 -22.30
H18 -6.80 -0.93 -15.88
H19 -14.10 -9.45 -16.40
H20 -4.70 -4.47 -14.43
H21 -15.04 -8.50 -15.34
H22 -5.86 -3.78 -16.52
H23 -11.02 -3.68 -22.20
H24 -7.94 1.15 -17.83
H25 -8.91 -3.85 -19.78
H26 -6.11 -5.96 -17.65
H27 -9.42 -4.78 -17.72
H28 -13.50 -9.18 -13.38
H29 -9.68 -4.81 -22.37
H30 -8.25 -5.34 -20.51
H31 -6.37 0.48 -17.99
H32 -5.56 -6.79 -23.20
H33 -12.07 -7.61 -21.36
H34 -13.06 -6.94 -14.98
H35 -6.98 -7.57 -23.90
H36 -7.17 -1.92 -18.24
H37 -14.36 -10.52 -14.16
H38 -13.48 -7.39 -23.41
H39 -6.19 -3.74 -13.96
H40 -6.90 -7.38 -20.62
H41 -10.02 -2.16 -23.92
H42 -15.40 -9.27 -22.07
H43 -10.61 -6.36 -20.02
H44 -8.89 -2.52 -22.67
H45 -5.37 -8.24 -24.14
H46 -15.57 -8.55 -23.72
H47 -8.96 -3.82 -25.50
H48 -7.77 -2.70 -24.87
H49 -6.72 1.46 -16.55

# 4
Entry from the Open Molecules 2025 dataset: a molecular structure, C27H50As3N5O2V at a distorted geometry (ωB97M-V/def2-TZVPD).

The calculation puts the orbital gap (alpha / beta) at 5.48 / 6.12 eV. For the HOMO energy (alpha / beta), the calculation gives -12.52 / -12.52 eV. The calculation puts the total energy at -9133.91651 Ha. Its charge is +2. Its spin multiplicity is 2. The calculation puts the energy relative to the best compared isomer or geometry (same formula, charge and spin) at 3.9 kcal per mole.

Cartesian coordinates (Å):
As1 -3.46 -1.48 -1.01
As2 0.03 -1.43 -2.38
As3 -3.34 1.22 -5.85
V1 0.34 0.10 -0.24
O1 -1.13 0.94 -0.26
O2 -2.18 2.48 -1.52
N1 -2.12 2.74 0.75
N2 -1.93 2.11 1.99
N3 -0.59 -1.36 1.20
N4 1.06 1.34 1.39
N5 2.14 -1.09 0.13
C1 -4.71 1.88 -4.61
C2 2.50 1.39 1.56
C3 -4.63 -0.19 -0.12
C4 -1.87 2.12 -0.43
C5 0.87 1.93 -2.49
C6 3.28 1.68 0.44
C7 -2.68 -1.22 -3.90
C8 1.44 1.45 -1.30
C9 4.44 1.02 2.91
C10 -1.18 -0.89 -3.83
C11 2.15 -2.56 0.40
C12 1.48 2.92 -3.24
C13 1.72 -1.35 -3.35
C14 -3.17 -0.67 -5.26
C15 -2.91 -2.73 -3.95
C16 1.32 -2.90 1.62
C17 -1.81 2.16 -5.03
C18 2.65 2.03 -0.86
C19 -4.81 -2.88 -1.23
C20 -0.13 -3.37 -2.34
C21 3.26 3.02 -1.64
C22 4.66 1.63 0.60
C23 -3.49 -0.59 -2.76
C24 5.24 1.30 1.81
C25 3.06 1.06 2.78
C26 2.69 3.45 -2.82
C27 -0.17 -2.77 1.39
H1 -5.58 1.23 -4.65
H2 -1.78 2.08 -3.94
H3 0.83 -3.81 -2.09
H4 -1.94 3.21 -5.29
H5 -0.46 -3.31 0.48
H6 4.17 3.49 -1.29
H7 1.75 -3.07 -0.47
H8 -0.63 -0.90 2.11
H9 -0.87 1.82 -5.47
H10 -0.39 -3.68 -3.35
H11 2.76 -0.89 -0.65
H12 5.30 1.83 -0.26
H13 4.88 0.77 3.86
H14 2.42 0.85 3.63
H15 1.63 -2.29 2.48
H16 0.60 1.14 2.27
H17 -2.59 -3.24 -3.04
H18 2.50 -1.83 -2.76
H19 -2.59 -1.15 -6.05
H20 -4.20 -1.04 -5.41
H21 -5.61 -0.20 -0.59
H22 -1.62 2.82 2.65
H23 -5.62 -2.52 -1.85
H24 -1.03 0.19 -3.92
H25 3.17 4.23 -3.40
H26 3.18 -2.87 0.53
H27 -2.82 1.76 2.32
H28 2.00 -0.32 -3.56
H29 -3.97 -2.94 -4.08
H30 -2.38 -3.18 -4.79
H31 -4.75 -0.44 0.93
H32 -5.20 -3.12 -0.24
H33 -2.73 3.54 0.67
H34 1.01 3.27 -4.15
H35 -5.01 2.87 -4.95
H36 -0.09 1.56 -2.82
H37 6.32 1.27 1.91
H38 -4.23 0.82 -0.21
H39 -4.54 -0.53 -3.05
H40 -0.69 -1.35 -4.70
H41 -4.36 1.96 -3.58
H42 -0.89 -3.73 -1.65
H43 0.71 2.25 1.09
H44 1.60 -1.90 -4.28
H45 1.53 -3.94 1.90
H46 -4.38 -3.78 -1.66
H47 2.61 -0.65 0.92
H48 -0.73 -3.21 2.21
H49 -1.55 -1.36 0.83
H50 -3.15 0.44 -2.58